{"formula": "C45H109NO12S11", "method": "wB97M-V/def2-TZVPD", "species": ["C", "C", "C", "C", "C", "C", "C", "C", "N", "C", "C", "C", "C", "C", "C", "C", "C", "C", "S", "S", "C", "C", "C", "C", "C", "O", "C", "C", "O", "C", "O", "C", "C", "H", "H", "H", "H", "H", "H", "H", "H", "H", "H", "H", "H", "H", "H", "H", "H", "H", "H", "H", "H", "H", "H", "H", "H", "H", "H", "H", "H", "H", "H", "H", "H", "H", "H", "H", "H", "H", "H", "H", "H", "H", "H", "H", "H", "H", "H", "H", "H", "H", "H", "H", "H", "H", "H", "H", "C", "S", "O", "C", "H", "H", "H", "H", "H", "H", "C", "S", "O", "C", "H", "H", "H", "H", "H", "H", "C", "S", "O", "C", "H", "H", "H", "H", "H", "H", "C", "S", "O", "C", "H", "H", "H", "H", "H", "H", "C", "S", "O", "C", "H", "H", "H", "H", "H", "H", "C", "S", "O", "C", "H", "H", "H", "H", "H", "H", "C", "S", "O", "C", "H", "H", "H", "H", "H", "H", "C", "S", "O", "C", "H", "H", "H", "H", "H", "H", "C", "S", "O", "C", "H", "H", "H", "H", "H", "H"], "xyz": [[4.913, 4.212, 1.816], [5.056, 3.357, 3.057], [4.202, 2.105, 3.013], [2.867, 2.295, 3.689], [1.995, 1.040, 3.841], [2.303, -0.051, 2.867], [1.231, -1.110, 2.842], [0.935, -1.556, 1.415], [1.061, -2.981, 1.068], [2.344, -3.562, 1.484], [3.558, -2.739, 1.121], [3.601, -2.116, -0.265], [4.097, -0.656, -0.206], [3.112, 0.360, -0.736], [3.764, 1.614, -1.209], [2.812, 2.643, -1.865], [1.346, 2.270, -1.882], [0.013, -3.779, 1.328], [-0.121, -5.319, 0.798], [-1.343, -3.141, 2.268], [-2.709, -3.484, 1.160], [-3.880, -2.616, 1.556], [-4.573, -2.101, 0.327], [-5.887, -1.422, 0.611], [-6.720, -1.376, -0.658], [-5.554, -0.108, 1.074], [-6.469, 0.485, 1.917], [-6.588, -0.177, 3.308], [-5.561, -1.067, 3.615], [-4.486, -0.470, 4.327], [-7.763, 0.550, 1.355], [-8.320, 1.842, 1.246], [-9.540, 1.751, 0.405], [4.182, 4.973, 1.996], [4.619, 3.634, 0.963], [5.830, 4.724, 1.578], [6.075, 3.054, 3.168], [4.789, 3.947, 3.915], [4.720, 1.246, 3.396], [4.001, 1.920, 1.979], [3.070, 2.681, 4.669], [2.330, 3.044, 3.142], [0.989, 1.355, 3.638], [2.080, 0.729, 4.865], [3.254, -0.466, 3.128], [2.388, 0.416, 1.911], [1.426, -1.907, 3.534], [0.341, -0.632, 3.191], [-0.022, -1.205, 1.132], [1.616, -1.037, 0.782], [2.385, -3.750, 2.543], [2.421, -4.514, 1.015], [3.752, -1.999, 1.870], [4.371, -3.435, 1.176], [4.283, -2.655, -0.890], [2.620, -2.083, -0.689], [4.349, -0.386, 0.802], [5.002, -0.555, -0.782], [2.426, 0.648, 0.029], [2.557, -0.081, -1.532], [4.532, 1.349, -1.917], [4.228, 2.098, -0.371], [2.902, 3.586, -1.366], [3.108, 2.723, -2.886], [0.961, 2.050, -0.907], [1.197, 1.394, -2.463], [0.772, 3.076, -2.288], [-2.398, -3.206, 0.177], [-2.954, -4.526, 1.121], [-4.574, -3.237, 2.094], [-3.560, -1.825, 2.204], [-4.751, -2.923, -0.343], [-3.927, -1.383, -0.148], [-6.367, -2.024, 1.363], [-7.015, -0.382, -0.882], [-7.589, -1.970, -0.476], [-6.210, -1.828, -1.483], [-6.120, 1.491, 2.055], [-6.588, 0.624, 4.031], [-7.548, -0.650, 3.389], [-4.092, 0.365, 3.773], [-4.826, -0.146, 5.290], [-3.736, -1.218, 4.444], [-8.589, 2.193, 2.227], [-7.623, 2.527, 0.789], [-9.841, 2.733, 0.089], [-9.328, 1.170, -0.473], [-10.338, 1.294, 0.958], [2.079, -0.598, 7.614], [3.395, -1.345, 6.658], [2.780, -1.936, 5.444], [3.701, -2.700, 7.796], [1.707, 0.258, 7.056], [1.276, -1.318, 7.757], [2.477, -0.267, 8.574], [2.786, -3.278, 7.927], [4.041, -2.300, 8.751], [4.478, -3.329, 7.366], [-2.699, -3.828, 5.814], [-3.065, -2.568, 7.033], [-1.826, -2.337, 7.815], [-4.132, -3.592, 8.052], [-2.008, -3.423, 5.073], [-2.249, -4.692, 6.303], [-3.625, -4.114, 5.313], [-3.580, -4.468, 8.391], [-5.006, -3.889, 7.474], [-4.445, -2.999, 8.909], [-0.537, -3.134, -2.251], [0.166, -1.690, -3.015], [0.295, -0.685, -1.924], [-1.250, -1.216, -4.008], [0.211, -3.522, -1.560], [-1.436, -2.858, -1.697], [-0.769, -3.890, -3.001], [-2.114, -1.060, -3.361], [-1.455, -1.998, -4.739], [-0.999, -0.291, -4.522], [4.499, 2.269, -7.374], [4.539, 2.135, -5.594], [3.159, 1.772, -5.148], [4.756, 3.882, -5.260], [4.326, 1.276, -7.782], [3.689, 2.932, -7.673], [5.456, 2.647, -7.731], [3.927, 4.446, -5.692], [5.703, 4.222, -5.674], [4.768, 4.017, -4.181], [7.250, -2.758, -5.248], [5.926, -1.561, -5.452], [6.350, -0.627, -6.526], [6.182, -0.729, -3.884], [7.292, -3.365, -6.149], [8.197, -2.235, -5.110], [7.034, -3.392, -4.388], [7.202, -0.346, -3.835], [5.996, -1.431, -3.070], [5.474, 0.093, -3.827], [-1.897, 0.714, -0.054], [-1.005, 2.003, 0.815], [-0.236, 1.336, 1.901], [-2.440, 2.754, 1.592], [-1.163, 0.099, -0.578], [-2.452, 0.111, 0.668], [-2.576, 1.170, -0.776], [-2.958, 2.008, 2.196], [-3.102, 3.148, 0.821], [-2.089, 3.566, 2.226], [8.204, 7.549, -2.644], [7.314, 6.024, -2.971], [7.083, 5.966, -4.435], [5.770, 6.534, -2.209], [9.194, 7.455, -3.083], [7.675, 8.385, -3.102], [8.291, 7.693, -1.568], [5.405, 7.439, -2.694], [5.932, 6.708, -1.145], [5.050, 5.729, -2.340], [-10.370, -5.472, -1.791], [-8.981, -4.495, -1.207], [-7.768, -5.333, -1.364], [-9.433, -4.539, 0.531], [-10.254, -5.602, -2.864], [-10.366, -6.443, -1.297], [-11.299, -4.941, -1.584], [-9.499, -5.574, 0.865], [-10.387, -4.030, 0.670], [-8.657, -4.020, 1.090], [-0.289, 2.464, -10.652], [0.978, 3.391, -9.780], [2.197, 2.549, -9.768], [0.235, 3.245, -8.151], [0.010, 2.395, -11.695], [-0.369, 1.465, -10.224], [-1.240, 2.991, -10.577], [0.122, 2.191, -7.895], [-0.732, 3.748, -8.148], [0.899, 3.724, -7.436]], "forces_ev_per_a": [[0.146, 0.317, 0.361], [0.035, -0.392, -0.291], [-0.356, 0.390, -0.036], [0.176, -0.674, 0.114], [0.255, 1.114, -0.030], [0.024, -0.065, 0.824], [-0.246, -0.031, -0.406], [0.734, -0.287, 0.190], [-0.012, 0.812, 1.721], [0.623, 0.068, -0.933], [-0.094, -0.360, -0.355], [0.345, 1.127, 0.814], [-0.120, -0.152, -0.334], [0.423, -0.135, -0.005], [-0.428, 0.695, -0.407], [-0.072, -0.810, 0.359], [0.509, 0.079, 0.206], [-0.732, -0.526, -0.376], [0.163, -0.811, -0.294], [0.172, 0.607, 0.206], [0.082, 0.138, 0.148], [-0.095, -0.743, -0.117], [-0.006, 0.217, 0.555], [0.841, 0.098, -0.820], [-0.082, -0.396, 0.683], [-0.104, -0.158, 0.100], [-0.353, -0.026, 0.240], [0.329, 0.230, -0.179], [0.092, -0.469, 0.166], [-0.820, -0.191, -0.702], [0.175, -0.449, 0.018], [0.157, -0.263, -0.035], [-0.186, -0.004, -0.116], [-0.643, 0.492, -0.163], [-0.139, -0.276, -0.513], [0.472, 0.235, -0.147], [0.813, -0.076, 0.143], [0.035, 0.296, 0.634], [0.340, -0.431, 0.372], [0.025, -0.538, -0.806], [-0.030, 0.484, 0.698], [-0.420, 0.611, -0.328], [-0.577, 0.014, 0.335], [-0.118, -0.576, 0.491], [0.728, -0.411, -0.009], [0.029, 0.188, -0.739], [0.281, -0.511, 0.228], [-0.795, 0.182, 0.344], [-0.958, 0.084, -0.378], [0.427, 0.174, -0.599], [-0.351, 0.062, 0.676], [-0.057, -0.744, -0.461], [-0.029, 0.442, 0.415], [0.675, -0.430, 0.327], [0.070, -0.577, -0.572], [-0.644, -0.358, -0.571], [0.315, 0.103, 0.636], [0.550, -0.004, -0.275], [-0.780, -0.042, 0.466], [-0.565, -0.301, -0.598], [0.538, -0.005, -0.300], [0.608, 0.158, 0.506], [0.291, 0.783, 0.213], [0.229, 0.462, -0.795], [-0.152, -0.026, 0.603], [-0.268, -0.666, -0.622], [-0.473, 0.546, -0.346], [0.439, 0.170, -0.671], [-0.096, -0.590, 0.147], [-0.425, -0.124, 0.585], [0.035, 0.576, 0.291], [-0.040, -0.454, -0.422], [0.283, 0.308, -0.593], [-0.515, 0.141, 0.676], [-0.278, 0.825, -0.294], [-0.886, -0.265, -0.171], [0.406, -0.099, -0.606], [0.393, 0.673, -0.045], [-0.151, 0.487, 0.437], [-0.421, -0.615, -0.083], [0.367, 0.494, -0.265], [-0.128, 0.285, 0.729], [0.604, -0.472, 0.090], [0.019, 0.442, 0.617], [0.546, 0.294, -0.092], [-0.289, 0.521, -0.108], [0.035, -0.335, -0.481], [-0.511, -0.299, 0.126], [-0.111, 0.081, 0.098], [0.185, 0.060, 0.043], [-0.021, -0.143, -0.049], [0.005, -0.082, 0.088], [0.016, 0.011, -0.029], [-0.092, -0.083, -0.017], [0.011, 0.006, -0.021], [-0.026, 0.025, -0.040], [0.017, 0.009, 0.003], [0.009, 0.022, -0.040], [0.037, -0.103, -0.197], [-0.089, 0.025, -0.043], [0.230, 0.036, 0.139], [-0.092, -0.098, 0.014], [-0.048, 0.039, 0.153], [0.017, 0.024, 0.040], [-0.026, -0.001, -0.016], [0.048, 0.015, -0.014], [-0.018, 0.007, -0.006], [0.025, 0.047, -0.005], [-0.129, -0.246, 0.054], [0.301, -0.075, -0.210], [-0.180, 0.001, 0.078], [-0.158, 0.014, 0.042], [-0.013, -0.021, 0.025], [0.023, 0.057, -0.046], [0.025, 0.006, -0.017], [0.012, -0.013, 0.027], [0.020, -0.011, -0.003], [0.061, 0.011, 0.013], [-0.023, 0.039, -0.107], [0.140, -0.015, 0.061], [-0.098, 0.004, -0.028], [-0.074, 0.087, -0.113], [0.022, -0.046, 0.043], [-0.026, -0.018, -0.005], [0.039, -0.029, 0.039], [-0.035, -0.047, -0.007], [0.044, 0.012, 0.060], [0.011, -0.046, 0.031], [0.104, -0.047, 0.031], [-0.178, -0.088, 0.061], [0.081, 0.075, -0.082], [0.047, 0.021, 0.120], [-0.030, 0.010, -0.030], [-0.016, 0.042, -0.014], [-0.020, -0.007, 0.000], [0.005, 0.007, -0.045], [-0.026, -0.019, -0.010], [-0.047, -0.005, -0.027], [0.007, -0.169, 0.011], [-0.229, 0.104, -0.128], [-0.117, 0.026, -0.104], [-0.119, -0.009, 0.100], [0.012, 0.118, 0.000], [0.002, 0.096, 0.065], [-0.014, 0.026, 0.004], [0.022, -0.035, -0.021], [0.004, -0.002, -0.018], [0.044, 0.004, -0.001], [0.005, 0.119, 0.046], [0.080, -0.110, 0.169], [-0.044, 0.069, -0.147], [-0.071, 0.082, 0.029], [0.007, -0.044, -0.022], [-0.027, -0.027, -0.029], [0.010, -0.016, 0.010], [0.025, -0.005, -0.041], [0.004, -0.030, 0.015], [0.014, -0.043, -0.001], [-0.115, -0.061, 0.031], [-0.092, 0.136, -0.068], [0.131, -0.075, 0.033], [-0.066, -0.036, 0.093], [0.041, 0.021, -0.019], [0.047, -0.001, 0.011], [0.001, 0.018, -0.011], [0.034, -0.019, -0.031], [0.005, 0.026, -0.006], [0.032, 0.021, -0.027], [-0.104, -0.065, -0.018], [-0.116, 0.134, 0.037], [0.151, -0.101, -0.032], [-0.102, -0.012, 0.059], [0.040, 0.021, -0.011], [0.045, 0.003, 0.025], [0.001, 0.018, -0.008], [0.055, -0.017, -0.022], [0.004, 0.023, -0.003], [0.043, -0.004, -0.003]], "lowdin_charge": [-0.094, -0.246, -0.219, -0.178, -0.191, -0.227, -0.171, -0.191, -0.145, -0.172, -0.159, -0.154, -0.173, -0.232, -0.179, -0.215, -0.106, -1.093, 0.662, 0.944, -0.471, -0.264, -0.153, -0.348, -0.006, -0.023, -0.356, -0.139, -0.177, -0.072, -0.090, -0.271, -0.065, 0.066, 0.041, 0.062, 0.094, 0.096, 0.112, 0.078, 0.098, 0.110, 0.075, 0.076, 0.092, 0.078, 0.089, 0.085, 0.067, 0.078, 0.124, 0.077, 0.083, 0.111, 0.099, 0.082, 0.093, 0.093, 0.084, 0.088, 0.093, 0.074, 0.088, 0.052, 0.016, 0.042, 0.072, 0.043, 0.066, 0.116, 0.067, 0.126, 0.111, 0.140, 0.070, 0.046, 0.077, 0.145, 0.121, 0.127, 0.084, 0.083, 0.054, 0.120, 0.122, 0.076, 0.075, 0.076, -0.257, 0.810, -0.536, -0.271, 0.039, 0.057, 0.056, 0.059, 0.051, 0.048, -0.268, 0.791, -0.553, -0.267, 0.010, 0.062, 0.057, 0.057, 0.053, 0.048, -0.260, 0.845, -0.555, -0.255, 0.021, 0.044, 0.064, 0.054, 0.054, 0.051, -0.255, 0.792, -0.551, -0.263, 0.054, 0.033, 0.064, 0.062, 0.043, 0.025, -0.274, 0.802, -0.559, -0.270, 0.047, 0.057, 0.051, 0.066, 0.046, 0.006, -0.243, 0.850, -0.506, -0.254, 0.015, 0.047, 0.066, 0.039, 0.054, 0.050, -0.273, 0.804, -0.552, -0.262, 0.049, 0.058, 0.052, 0.061, 0.052, 0.035, -0.272, 0.777, -0.545, -0.266, 0.049, 0.058, 0.053, 0.059, 0.055, 0.040, -0.275, 0.800, -0.549, -0.267, 0.048, 0.058, 0.051, 0.061, 0.052, 0.045], "total_energy_ha": -7117.2968, "homo_ev": -7.58, "largest_force_ev_per_a": 1.90, "lumo_energy_ev": 0.42, "homo_lumo_gap_ha": 0.294}